# 1
107
Properties=species:S:1:pos:R:3:lowdin_charge:R:1 method="wB97M-V/def2-TZVPD" e_above_lowest_kj_mol=268.7 charge=+1 homo_lumo_gap_ev=6.561 homo_energy_ha=-0.38146 e_tot_ev=-144300.7846
O -0.754 -2.295 -3.977 -0.08
C -1.550 -2.264 -2.878 -0.61
Br -1.010 -3.077 -1.097 0.73
C -3.026 -1.532 -2.915 -0.31
S -3.096 -0.068 -4.142 1.08
C -1.580 1.015 -3.947 -0.33
C -1.857 2.492 -3.293 -0.21
C -2.407 2.466 -1.741 -0.11
F -2.398 1.093 -1.132 -0.15
C -4.685 0.827 -3.655 -0.35
C -5.912 0.286 -4.626 -0.32
C -7.395 0.495 -3.906 -0.64
I -8.655 1.761 -5.168 0.73
H -3.795 -2.323 -3.368 0.13
H -3.430 -1.232 -1.851 0.11
H -0.701 0.510 -3.318 0.13
H -1.131 1.186 -5.037 0.13
H -0.799 3.045 -3.261 0.12
H -2.547 3.166 -3.995 0.13
H -1.876 3.269 -1.076 0.14
H -3.559 2.769 -1.794 0.12
H -4.987 0.569 -2.548 0.11
H -4.583 2.016 -3.686 0.12
H -5.724 -0.849 -4.891 0.11
H -5.876 0.990 -5.590 0.09
H -7.238 0.921 -2.814 0.07
H -7.975 -0.539 -3.776 0.05
C 0.812 -0.320 0.916 -0.03
C 1.814 0.735 0.528 -0.48
O 1.550 1.932 0.625 0.03
C 3.151 0.267 0.018 -0.01
H -0.107 0.163 1.266 0.08
H 0.572 -0.941 0.049 0.02
H 1.213 -0.935 1.725 0.09
H 3.015 -0.328 -0.889 0.09
H 3.657 -0.322 0.787 0.08
H 3.771 1.137 -0.223 0.05
C 2.082 -5.605 -0.940 -0.04
C 1.939 -5.426 0.548 -0.50
O 1.927 -4.307 1.058 0.02
C 1.811 -6.669 1.387 -0.02
H 2.165 -4.623 -1.418 0.08
H 2.986 -6.178 -1.160 0.09
H 1.202 -6.115 -1.339 0.08
H 2.703 -7.289 1.271 0.09
H 0.918 -7.226 1.092 0.09
H 1.715 -6.387 2.441 0.08
C 6.752 4.105 -1.401 -0.02
C 5.392 3.524 -1.121 -0.48
O 5.084 2.400 -1.515 0.04
C 4.422 4.371 -0.341 -0.02
H 7.345 3.383 -1.972 0.09
H 6.651 5.020 -1.991 0.09
H 7.267 4.315 -0.460 0.09
H 4.218 5.298 -0.884 0.08
H 4.834 4.593 0.647 0.08
H 3.482 3.824 -0.215 0.07
C -0.961 7.464 -3.249 -0.02
C -0.527 6.215 -2.530 -0.46
O -0.672 5.103 -3.036 0.01
C 0.090 6.378 -1.167 -0.01
H -1.389 7.193 -4.221 0.09
H -1.723 7.984 -2.664 0.09
H -0.099 8.115 -3.416 0.09
H -0.625 6.850 -0.489 0.09
H 0.999 6.981 -1.240 0.09
H 0.354 5.393 -0.767 0.08
C 4.756 3.263 5.488 -0.02
C 4.876 3.147 3.992 -0.49
O 5.943 3.358 3.419 0.04
C 3.639 2.763 3.225 -0.03
H 5.727 3.546 5.909 0.09
H 4.025 4.034 5.744 0.08
H 4.458 2.300 5.912 0.08
H 2.858 3.512 3.380 0.09
H 3.291 1.779 3.548 0.07
H 3.874 2.718 2.156 0.06
C -9.988 -4.928 -3.192 -0.02
C -8.986 -3.874 -3.580 -0.48
O -9.250 -2.676 -3.483 0.04
C -7.649 -4.341 -4.090 -0.02
H -10.907 -4.445 -2.842 0.09
H -10.228 -5.549 -4.059 0.09
H -9.587 -5.543 -2.383 0.09
H -7.785 -4.936 -4.997 0.09
H -7.143 -4.930 -3.321 0.09
H -7.029 -3.472 -4.331 0.06
C 4.598 -2.461 5.185 -0.02
C 4.826 -1.269 4.294 -0.47
O 4.288 -0.187 4.525 0.04
C 5.737 -1.452 3.110 -0.02
H 3.920 -2.182 5.998 0.06
H 4.142 -3.272 4.611 0.09
H 5.547 -2.788 5.618 0.09
H 5.331 -2.217 2.444 0.08
H 6.736 -1.734 3.450 0.09
H 5.808 -0.509 2.558 0.08
C -0.087 -2.023 6.321 -0.02
C 0.883 -3.123 6.659 -0.48
O 2.069 -2.883 6.881 0.04
C 0.346 -4.528 6.714 -0.02
H 0.440 -1.063 6.317 0.09
H -0.511 -2.193 5.328 0.08
H -0.880 -1.983 7.072 0.09
H -0.058 -4.810 5.739 0.08
H -0.428 -4.600 7.483 0.09
H 1.159 -5.217 6.969 0.09

# 2
81
Properties=species:S:1:pos:R:3:lowdin_spin:R:1 method="wB97M-V/def2-TZVPD" charge=-1 homo_lumo_gap_ev=6.159 spin_multiplicity=5 homo_energy_ha=-0.12579 s_squared=6.00 e_tot_ev=-84121.5218
Ho 0.036 0.030 0.091 4.02
Cl -1.267 -0.454 -2.015 0.00
P -0.044 2.649 -0.842 0.00
C -1.734 3.103 -1.447 0.00
C 0.483 3.941 0.379 0.00
C 1.069 2.608 -2.321 0.00
C -2.868 2.420 -0.664 0.00
H -1.743 2.695 -2.476 0.00
C -1.966 4.618 -1.531 0.00
H -2.153 5.070 -0.546 0.00
H -2.858 4.794 -2.151 0.00
H -1.129 5.147 -1.999 0.00
H -2.951 1.362 -0.937 0.00
H -3.821 2.918 -0.903 0.00
H -2.724 2.470 0.421 0.00
H 0.541 1.883 -2.968 0.00
C 2.487 2.067 -2.071 0.00
C 1.093 3.957 -3.026 0.00
H 0.137 4.171 -3.509 0.00
H 1.865 3.926 -3.804 0.00
H 1.345 4.785 -2.350 0.00
H 2.599 1.540 -1.119 0.00
H 3.242 2.868 -2.091 0.00
H 2.732 1.339 -2.857 0.00
C -0.370 3.777 1.641 0.00
H 0.290 4.915 -0.105 0.00
C 1.966 3.785 0.725 0.00
H -1.429 4.019 1.469 0.00
H 0.021 4.424 2.438 0.00
H -0.309 2.748 2.028 0.00
H 2.210 2.745 1.000 0.00
H 2.200 4.392 1.612 0.00
H 2.620 4.098 -0.102 0.00
H -1.475 0.643 1.096 0.00
H 1.723 -0.513 -0.632 0.00
P -0.223 -2.748 0.436 0.00
C 0.151 -3.672 -1.118 0.00
C 0.811 -3.477 1.790 0.00
C -2.037 -2.939 0.758 0.00
C 1.233 -3.001 -1.982 0.00
H -0.804 -3.619 -1.674 0.00
C 0.488 -5.150 -0.884 0.00
H 1.507 -5.289 -0.494 0.00
H 0.428 -5.673 -1.849 0.00
H -0.211 -5.639 -0.198 0.00
H 0.849 -2.094 -2.460 0.00
H 1.548 -3.703 -2.769 0.00
H 2.121 -2.720 -1.403 0.00
H -2.470 -2.574 -0.191 0.00
C -2.597 -2.064 1.893 0.00
C -2.401 -4.409 0.919 0.00
H -2.297 -4.951 -0.023 0.00
H -3.451 -4.473 1.231 0.00
H -1.802 -4.917 1.687 0.00
H -1.871 -1.362 2.317 0.00
H -2.974 -2.676 2.726 0.00
H -3.424 -1.455 1.503 0.00
C 2.273 -3.108 1.510 0.00
H 0.662 -4.569 1.736 0.00
C 0.373 -2.937 3.153 0.00
H 2.715 -3.727 0.716 0.00
H 2.869 -3.220 2.426 0.00
H 2.369 -2.051 1.217 0.00
H 0.403 -1.835 3.180 0.00
H 1.081 -3.278 3.922 0.00
H -0.639 -3.272 3.425 0.00
C 3.645 0.259 1.137 0.00
C 2.683 0.478 2.225 0.00
C 3.030 0.765 3.559 0.00
C 1.832 0.920 4.272 0.00
C 0.782 0.715 3.355 0.00
C -0.650 0.763 3.692 0.00
N 1.305 0.449 2.103 -0.01
H 3.191 -0.132 0.207 0.00
H 4.402 -0.467 1.478 0.00
H 4.166 1.202 0.899 0.00
H 4.051 0.835 3.911 0.00
H 1.678 1.152 5.318 0.00
H -0.922 -0.105 4.317 0.00
H -0.840 1.676 4.278 0.00
H -1.320 0.774 2.809 0.00

# 3
89
Properties=species:S:1:pos:R:3:lowdin_charge:R:1 method="wB97M-V/def2-TZVPD" homo_lumo_gap_ev="7.064 / 3.524" homo_energy_ha="-0.26861 / -0.15515" e_tot_ev=-79909.5730
Cd 2.016 -1.251 -6.423 0.96
C -2.469 0.443 -0.027 -0.12
C -2.754 0.222 -1.316 -0.10
C -3.350 1.190 -2.290 -0.20
C -2.352 2.162 -2.962 -0.18
C -1.489 2.986 -2.047 -0.11
C -1.753 3.338 -0.787 -0.14
C -2.964 3.001 0.032 -0.19
C -2.907 1.625 0.768 -0.18
C 1.528 -0.266 -4.519 -0.32
H -1.963 -0.341 0.547 0.10
H -2.577 -0.777 -1.722 0.08
H -4.150 1.772 -1.823 0.10
H -3.817 0.609 -3.103 0.10
H -1.696 1.588 -3.635 0.10
H -2.925 2.832 -3.624 0.12
H -0.589 3.387 -2.528 0.10
H -1.033 3.964 -0.248 0.10
H -3.895 3.047 -0.552 0.10
H -3.026 3.754 0.839 0.11
H -2.251 1.714 1.645 0.08
H -3.919 1.422 1.161 0.12
H 1.181 0.783 -4.543 -0.04
H 2.568 -0.273 -4.158 -0.08
H 0.880 -0.834 -3.832 -0.05
P 0.067 -2.115 -7.595 0.82
P 2.200 0.448 -8.154 0.83
C -0.467 -0.475 -8.224 -0.42
C 0.434 0.461 -8.630 -0.44
C -0.292 -3.232 -8.988 -0.39
C -1.391 -2.910 -9.795 -0.10
C -1.779 -3.753 -10.832 -0.08
C -1.057 -4.923 -11.084 -0.09
C 0.078 -5.222 -10.318 -0.09
C 0.480 -4.378 -9.281 -0.10
C -1.267 -2.378 -6.376 -0.38
C -1.441 -1.387 -5.392 -0.12
C -2.311 -1.607 -4.331 -0.08
C -3.097 -2.766 -4.299 -0.08
C -2.987 -3.714 -5.324 -0.09
C -2.040 -3.550 -6.337 -0.09
C 2.924 0.753 -9.806 -0.37
C 2.598 -0.121 -10.870 -0.10
C 2.790 0.301 -12.185 -0.09
C 3.378 1.552 -12.436 -0.09
C 3.815 2.361 -11.379 -0.09
C 3.629 1.941 -10.061 -0.09
C 2.393 2.004 -7.212 -0.41
C 3.571 2.230 -6.465 -0.12
C 3.728 3.437 -5.784 -0.09
C 2.719 4.408 -5.838 -0.08
C 1.531 4.157 -6.529 -0.08
C 1.357 2.947 -7.196 -0.09
H -1.555 -0.301 -8.311 0.07
H 0.170 1.272 -9.331 0.07
H -1.943 -1.989 -9.606 0.10
H -2.649 -3.483 -11.431 0.10
H -1.379 -5.587 -11.887 0.10
H 0.645 -6.128 -10.542 0.10
H 1.370 -4.611 -8.693 0.10
H -0.850 -0.465 -5.426 0.07
H -2.350 -0.872 -3.527 0.05
H -3.784 -2.924 -3.466 0.10
H -3.639 -4.587 -5.324 0.10
H -1.911 -4.314 -7.104 0.10
H 2.135 -1.091 -10.661 0.10
H 2.471 -0.340 -13.014 0.11
H 3.520 1.881 -13.467 0.10
H 4.293 3.325 -11.578 0.10
H 3.975 2.562 -9.233 0.10
H 4.354 1.467 -6.415 0.10
H 4.638 3.627 -5.213 0.10
H 2.848 5.361 -5.327 0.10
H 0.728 4.893 -6.559 0.10
H 0.426 2.729 -7.717 0.09
Cl 0.870 1.460 0.634 0.76
C 0.556 0.283 1.823 -0.64
C -0.069 0.643 3.007 -0.13
C -0.445 -0.338 3.940 -0.08
C -0.134 -1.682 3.687 -0.10
C 0.519 -2.058 2.525 -0.04
C 0.914 -1.087 1.528 -0.33
C 1.506 -1.482 0.337 0.07
H -0.274 1.691 3.203 0.10
H -0.979 -0.052 4.847 0.10
H -0.413 -2.436 4.426 0.10
H 0.742 -3.110 2.326 0.11
H 1.669 -2.545 0.165 0.07
H 1.848 -0.768 -0.406 0.04

# 4
18
Properties=species:S:1:pos:R:3:lowdin_spin:R:1 method="wB97M-V/def2-TZVPD" e_above_lowest_kj_mol=14.7 charge=+1 homo_lumo_gap_ev="12.088 / 7.037" spin_multiplicity=2 homo_energy_ha="-0.55054 / -0.54923" s_squared=0.75 e_tot_ev=-7314.2910
C 1.059 0.320 1.397 0.05
C 0.817 0.254 -0.120 0.08
C 1.960 -0.505 -0.815 0.00
N -0.445 -0.346 -0.442 0.66
C -1.650 0.430 -0.356 0.08
N -2.840 -0.445 -0.219 0.02
H 2.070 0.666 1.565 0.00
H 0.917 -0.648 1.877 0.00
H 0.337 0.996 1.854 0.00
H 0.858 1.239 -0.563 0.03
H 2.040 -1.514 -0.414 0.00
H 2.900 -0.030 -0.540 0.00
H 1.870 -0.546 -1.899 0.00
H -0.478 -1.080 -1.155 0.01
H -1.759 0.940 -1.329 0.05
H -1.520 1.185 0.419 0.01
H -2.611 -1.094 0.529 0.00
H -3.522 0.177 0.212 0.00